# 1
Below is a cluster of 2 separate species, C3H10O2 in total, with properties calculated with ωB97M-V with the def2-TZVPD basis set.

Cartesian coordinates (Å):
C -1.436 3.181 -0.838
C -0.800 1.865 -1.036
O -0.136 1.704 -2.267
H -1.941 3.404 -1.765
H -2.254 2.862 -0.203
H -0.789 3.806 -0.397
H -1.434 0.997 -1.052
H 0.210 1.580 -0.455
H 0.071 2.582 -2.727
C 1.793 -3.657 1.934
O 0.427 -3.446 1.861
H 2.186 -4.676 1.600
H 2.300 -3.006 1.318
H 1.746 -3.407 3.018
H 0.055 -3.789 1.009

For the HOMO energy, the calculation gives -0.35059 hartree. The SMILES is CCO.CO. The calculation puts the total energy at -270.67465 a.u. The value obtained for the LUMO energy is 0.8757 eV. As for the energy above the lowest of the compared OMol25 structures with the same formula, charge and spin: 255.1 kJ/mol.

***

# 2
Below is a cluster of 2 separate species, C3H10O2 in total, with properties calculated with ωB97M-V with the def2-TZVPD basis set.

Cartesian coordinates (Å):
C -0.207 0.105 -0.868
C 0.558 -1.222 -0.529
C 0.004 -2.113 0.629
O 1.819 -0.715 -0.086
H -0.219 0.719 0.048
H -1.247 -0.068 -1.190
H 0.319 0.664 -1.660
H 0.608 -1.686 -1.535
H -0.249 -1.561 1.550
H 0.749 -2.888 0.877
H -0.907 -2.608 0.253
H 2.426 -0.627 -0.851
O -1.336 4.380 1.075
H -0.476 3.981 0.813
H -1.843 3.638 1.474

For the HOMO energy, the calculation gives -0.37175 hartree. The SMILES is CC(C)O.O. The calculation puts the total energy at -270.75547 a.u. The value obtained for the LUMO energy is 0.7256 eV. As for the energy above the lowest of the compared OMol25 structures with the same formula, charge and spin: 42.9 kJ/mol.

***

# 3
Below is a cluster of 2 separate species, C3H10O2 in total, with properties calculated with ωB97M-V with the def2-TZVPD basis set.

Cartesian coordinates (Å):
C 0.000 0.000 0.000
C -0.082 -1.429 0.475
C 0.068 -1.557 2.050
O -1.144 -1.172 2.649
H 0.432 0.030 -1.015
H 0.561 0.700 0.642
H -1.049 0.336 -0.054
H -1.094 -1.795 0.216
H 0.650 -2.034 -0.094
H 0.240 -2.625 2.283
H 0.952 -0.989 2.397
H -0.852 -0.856 3.529
O -3.923 1.081 1.385
H -4.399 0.253 1.147
H -3.054 0.777 1.731

For the HOMO energy, the calculation gives -0.38329 hartree. The SMILES is CCCO.O. The calculation puts the total energy at -270.75340 a.u. The value obtained for the LUMO energy is 0.7700 eV. As for the energy above the lowest of the compared OMol25 structures with the same formula, charge and spin: 48.4 kJ/mol.

***

# 4
Below is a cluster of 2 separate species, C3H10O2 in total, with properties calculated with ωB97M-V with the def2-TZVPD basis set.

Cartesian coordinates (Å):
C 2.359 0.452 -0.670
C 1.035 0.085 -0.004
O 1.142 -0.265 1.372
H 3.029 1.091 -0.095
H 2.216 0.844 -1.675
H 2.885 -0.502 -0.803
H 0.265 0.853 -0.057
H 0.682 -0.797 -0.560
H 1.992 -0.702 1.503
C -2.563 -0.312 0.506
O -2.489 0.655 -0.538
H -1.588 -0.764 0.682
H -3.253 -1.113 0.253
H -2.882 0.223 1.394
H -2.831 0.252 -1.307

For the HOMO energy, the calculation gives -0.37449 hartree. The SMILES is CCO.CO. The calculation puts the total energy at -270.73874 a.u. The value obtained for the LUMO energy is 0.9606 eV. As for the energy above the lowest of the compared OMol25 structures with the same formula, charge and spin: 86.9 kJ/mol.

***

# 5
Below is a cluster of 2 separate species, C3H10O2S2 in total, with properties calculated with ωB97M-V with the def2-TZVPD basis set.

Cartesian coordinates (Å):
O -0.067 -1.174 0.501
C -1.478 -1.104 0.224
C -1.726 0.097 -0.720
C -1.204 1.473 -0.123
S 0.048 2.409 -1.090
S 1.760 1.173 -0.893
H 0.345 -1.606 -0.257
H -2.078 -2.022 0.092
H -1.829 -0.938 1.246
H -1.349 -0.099 -1.726
H -2.816 0.224 -0.697
H -2.024 2.197 -0.152
H -0.705 1.229 0.817
H 2.342 2.112 -0.138
O 3.690 -1.171 1.325
H 2.816 -1.391 0.987
H 4.276 -1.410 0.606

For the HOMO energy, the calculation gives -0.32214 hartree. The SMILES is OCCCSS.O. The calculation puts the total energy at -1067.11509 a.u. The value obtained for the LUMO energy is 0.3523 eV. As for the energy above the lowest of the compared OMol25 structures with the same formula, charge and spin: 82.1 kJ/mol.

***

# 6
Below is a cluster of 3 separate species, C3H10O3 in total, with properties calculated with ωB97M-V with the def2-TZVPD basis set.

Cartesian coordinates (Å):
O 2.631 -1.985 -2.692
C 1.934 -2.505 -1.796
C 1.527 -1.663 -0.571
C 0.669 -2.568 0.425
H 1.618 -3.591 -1.877
H 1.033 -0.802 -0.806
H 2.423 -1.285 -0.204
H 0.748 -2.270 1.399
H 0.963 -3.622 0.430
H -0.409 -2.412 0.010
H -1.360 5.383 0.965
H -1.376 5.224 2.442
O -1.960 5.258 1.647
H -3.792 1.624 0.980
H -3.518 1.212 2.431
O -3.310 1.847 1.781

For the HOMO energy (spin up / spin down), the calculation gives 0.03898 / -0.11944 hartree. As for the expectation value of S²: 0.75. The calculation puts the total energy at -345.92734 a.u. As for the spin multiplicity: 2. The value obtained for the LUMO energy (spin up / spin down) is 2.9531 / 2.8674 eV. As for the energy above the lowest of the compared OMol25 structures with the same formula, charge and spin: 152.0 kJ/mol. As for the total charge: -1.

***

# 7
Below is a cluster of 3 separate species, C3H10O3 in total, with properties calculated with ωB97M-V with the def2-TZVPD basis set.

Cartesian coordinates (Å):
C -0.217 -1.226 1.286
C 0.286 0.009 1.232
C -0.513 1.243 1.078
O 1.673 0.112 0.949
H -1.281 -1.312 1.468
H 0.256 -2.079 0.814
H -1.431 1.059 0.526
H -0.506 1.944 1.911
H -0.019 1.923 0.360
H 2.017 -0.724 1.237
O 0.814 -0.008 -1.756
H 1.127 -0.248 -0.867
H 1.635 0.328 -2.125
O -2.014 -0.138 -1.818
H -2.253 -0.856 -2.405
H -1.045 -0.105 -1.842

For the HOMO energy, the calculation gives -0.34010 hartree. The SMILES is C=C(C)O.O.O. The calculation puts the total energy at -345.98141 a.u. The value obtained for the LUMO energy is 0.6342 eV. As for the energy above the lowest of the compared OMol25 structures with the same formula, charge and spin: 86.8 kJ/mol.

***

# 8
Below is a cluster of 3 separate species, C3H10O3 in total, with properties calculated with ωB97M-V with the def2-TZVPD basis set.

Cartesian coordinates (Å):
C -1.184 0.544 -2.194
C -0.538 -0.513 -1.648
C -0.859 -1.151 -0.321
O 0.299 -1.915 0.102
H -1.237 0.617 -3.276
H -1.982 0.926 -1.571
H 0.419 -0.759 -2.097
H -0.995 -0.395 0.459
H -1.630 -1.930 -0.351
H 0.556 -1.581 0.969
O 1.108 2.046 0.482
H 1.051 2.929 0.124
H 1.489 1.474 -0.194
O 0.682 0.330 2.638
H -0.074 0.806 2.991
H 1.325 0.754 2.075

For the HOMO energy, the calculation gives -0.34985 hartree. The SMILES is C=CCO.O.O. The calculation puts the total energy at -345.95288 a.u. The value obtained for the LUMO energy is 0.5924 eV. As for the energy above the lowest of the compared OMol25 structures with the same formula, charge and spin: 161.7 kJ/mol.

***

# 9
Below is a cluster of 3 separate species, C3H10O3 in total, with properties calculated with ωB97M-V with the def2-TZVPD basis set.

Cartesian coordinates (Å):
C -0.440 2.055 2.388
C 0.101 1.296 1.200
C 1.247 0.366 1.519
O 1.807 -0.298 0.692
H -0.804 1.359 3.154
H -1.274 2.687 2.097
H 0.297 2.675 2.896
H -0.674 0.639 0.783
H 0.433 1.920 0.365
H 1.655 0.481 2.553
O 0.264 -1.601 -1.497
H 0.528 -1.587 -0.563
H 1.015 -2.008 -1.938
O -1.508 -2.331 -4.746
H -1.270 -2.430 -3.813
H -1.377 -3.221 -5.089

For the HOMO energy, the calculation gives -0.37249 hartree. The SMILES is CCC=O.O.O. The calculation puts the total energy at -346.00134 a.u. The value obtained for the LUMO energy is 0.8638 eV. As for the energy above the lowest of the compared OMol25 structures with the same formula, charge and spin: 34.4 kJ/mol.

***

# 10
Below is a cluster of 3 separate species, C3H10O3 in total, with properties calculated with ωB97M-V with the def2-TZVPD basis set.

Cartesian coordinates (Å):
C -0.876 -0.917 1.079
C 0.361 -0.450 1.246
C 1.443 -0.840 0.260
O 0.993 -1.165 -1.077
H -1.745 -0.611 1.639
H -0.944 -1.520 0.183
H 0.779 0.196 2.008
H 2.284 -0.159 0.144
H 1.879 -1.784 0.611
H 0.174 -0.671 -1.217
O 0.680 2.135 -0.350
H 0.647 1.502 -1.063
H 0.800 2.995 -0.754
O -2.029 0.426 -1.243
H -1.497 0.318 -0.442
H -2.950 0.546 -1.024

For the HOMO energy, the calculation gives -0.36496 hartree. The SMILES is C=CCO.O.O. The calculation puts the total energy at -345.96655 a.u. The value obtained for the LUMO energy is 0.7437 eV. As for the energy above the lowest of the compared OMol25 structures with the same formula, charge and spin: 125.8 kJ/mol.

***

# 11
Below is a cluster of 4 separate species, C3H10O4 in total, with properties calculated with ωB97M-V with the def2-TZVPD basis set.

Cartesian coordinates (Å):
O -2.473 -1.143 0.673
C 0.810 1.439 -0.213
O 0.604 1.495 1.026
C 1.538 0.505 -0.969
C 2.330 -0.590 -0.300
H -0.002 -0.430 1.613
H 0.466 2.276 -0.841
H 1.809 0.828 -1.953
H 1.869 -1.623 -0.332
H 3.372 -0.628 -0.773
H 2.343 -0.251 0.708
H -1.021 -1.343 1.077
H -2.831 0.695 -1.630
O -2.834 1.000 -0.633
H -3.336 -1.044 1.371
H -2.604 0.132 -0.191
O -0.041 -1.318 1.366

For the HOMO energy (spin up / spin down), the calculation gives -0.14724 / -0.14719 hartree. As for the expectation value of S²: 0.77. The calculation puts the total energy at -421.20087 a.u. As for the spin multiplicity: 2. The value obtained for the LUMO energy (spin up / spin down) is 3.5819 / 1.7531 eV. As for the energy above the lowest of the compared OMol25 structures with the same formula, charge and spin: 54.8 kJ/mol. As for the total charge: -1.

***

# 12
Below is a cluster of 3 separate species, C3H10O4 in total, with properties calculated with ωB97M-V with the def2-TZVPD basis set.

Cartesian coordinates (Å):
O 1.903 1.049 2.935
C 1.519 0.089 2.287
C 1.200 0.468 0.843
C 0.935 -0.796 0.119
O 0.660 -0.551 -1.343
H 1.356 -0.830 2.783
H 2.021 1.021 0.356
H 0.303 1.177 0.824
H 0.063 -1.425 0.606
H 1.769 -1.460 0.088
H 0.765 0.359 -1.653
H -1.704 0.380 -3.394
H -2.274 1.591 -2.539
O -1.733 1.421 -3.370
H -2.907 -0.669 0.829
H -1.807 -0.721 -0.116
O -2.069 -1.103 0.745

For the HOMO energy (spin up / spin down), the calculation gives 0.02051 / -0.25526 hartree. As for the expectation value of S²: 0.75. The calculation puts the total energy at -421.17836 a.u. As for the spin multiplicity: 2. The value obtained for the LUMO energy (spin up / spin down) is 3.4860 / 3.3812 eV. As for the energy above the lowest of the compared OMol25 structures with the same formula, charge and spin: 113.9 kJ/mol. As for the total charge: -1.

***

# 13
Below is a cluster of 3 separate species, C3H10O4 in total, with properties calculated with ωB97M-V with the def2-TZVPD basis set.

Cartesian coordinates (Å):
O -0.552 -0.588 3.113
C -0.431 -0.318 1.955
C 0.878 0.219 1.516
C 0.880 0.665 0.057
O 1.571 -0.509 -0.456
H -1.294 -0.385 1.304
H 1.107 1.071 2.213
H 1.706 -0.407 1.554
H -0.041 0.453 -0.516
H 1.287 1.630 -0.211
H 2.645 -0.194 -0.608
O -0.296 2.078 -2.945
H -0.817 2.618 -2.156
H -0.901 1.393 -3.228
O -1.693 -2.355 -0.484
H -2.500 -2.541 0.200
H -1.549 -2.830 -1.306

For the HOMO energy, the calculation gives -0.34794 hartree. The SMILES is O=CCCO.O.O. The calculation puts the total energy at -421.14694 a.u. The value obtained for the LUMO energy is 0.4637 eV. As for the energy above the lowest of the compared OMol25 structures with the same formula, charge and spin: 362.6 kJ/mol.

***

# 14
Below is a cluster of 3 separate species, C3H10O4 in total, with properties calculated with ωB97M-V with the def2-TZVPD basis set.

Cartesian coordinates (Å):
C 2.029 -0.532 -0.447
C 0.903 -0.562 0.600
C -0.273 -1.328 0.048
O -0.397 -2.523 0.136
O -1.134 -0.562 -0.642
H 2.951 -0.437 0.142
H 2.038 0.173 -1.269
H 2.163 -1.559 -0.800
H 1.267 -1.143 1.399
H 0.555 0.393 0.960
H -1.838 -1.106 -1.020
O 3.324 3.667 -0.610
H 4.201 3.386 -0.350
H 2.997 4.369 -0.048
O -6.205 -1.069 0.456
H -6.984 -0.838 0.968
H -5.596 -0.328 0.476

For the HOMO energy, the calculation gives -0.37760 hartree. The SMILES is CCC(=O)O.O.O. The calculation puts the total energy at -421.26742 a.u. The value obtained for the LUMO energy is 0.5980 eV. As for the energy above the lowest of the compared OMol25 structures with the same formula, charge and spin: 46.3 kJ/mol.

***

# 15
Below is a cluster of 3 separate species, C3H10O4S in total, with properties calculated with ωB97M-V with the def2-TZVPD basis set.

Cartesian coordinates (Å):
O -1.256 -0.087 -0.936
C -2.136 -0.264 -0.150
O -3.162 -1.194 -0.312
C -2.301 0.671 1.044
C -1.056 1.561 1.219
S 0.253 0.444 1.829
H -2.881 -1.789 -1.017
H -3.240 1.173 0.816
H -2.464 -0.041 1.942
H -1.275 2.392 1.860
H -0.693 1.898 0.242
H 0.112 0.930 3.130
O 0.168 -3.352 -2.896
H -0.677 -3.450 -3.337
H 0.768 -3.988 -3.294
O 7.486 2.181 -0.848
H 6.854 2.038 -1.563
H 6.999 1.649 -0.198

For the HOMO energy, the calculation gives -0.33629 hartree. The SMILES is O=C(O)CCS.O.O. The calculation puts the total energy at -819.44442 a.u. The value obtained for the LUMO energy is 0.5310 eV. As for the energy above the lowest of the compared OMol25 structures with the same formula, charge and spin: 53.5 kJ/mol.